A cluster of 2 separate species, C5H12N3 in total in a non-equilibrium geometry. Source: OMol25; level of theory: ωB97M-V/def2-TZVPD.

Cartesian coordinates (Å):
C: 3.04442 1.14539 0.26086
C: -1.34019 -0.55060 0.19427
C: 3.31373 -0.03483 0.13539
C: 3.47914 -1.39904 -0.31805
C: -3.78190 -0.17157 -0.18211
N: -2.43888 0.20131 0.09499
N: -0.13098 -0.23294 0.26049
N: 0.21612 1.22299 0.13968
H: 1.27503 1.24105 0.04551
H: 2.84575 2.08284 0.64321
H: -1.57820 -1.61237 0.24631
H: 3.63232 -1.31273 -1.32796
H: 2.58728 -1.98768 -0.26532
H: 4.32556 -1.84577 0.20073
H: -4.26065 0.42373 -0.92331
H: -4.51293 -0.23847 0.60196
H: -3.83483 -1.32816 -0.48408
H: -0.15158 1.84081 1.05548
H: -0.33389 1.38688 -0.68026
H: -2.35531 1.16915 0.30219

Properties
- Gap between HOMO and LUMO: 10.203 eV
- Total charge: +1
- LUMO level: -3.6 eV
- Relative energy (zero: lowest compared OMol25 entry of this formula, charge and spin): 119.6 kcal/mol
- Molecular weight: 114.17 g/mol
- Multiplicity: 1